No. 1
{"formula": "C50H44BrN9NiO2P", "method": "ωB97M-V with the def2-TZVPD basis set", "charge": -1, "total_energy_ev": -190447.4514, "gap_ev": [6.15, 6.15], "elements": ["Ni", "Br", "C", "C", "C", "C", "C", "C", "N", "N", "C", "C", "C", "C", "O", "C", "N", "C", "C", "C", "C", "H", "H", "H", "H", "H", "H", "H", "H", "H", "C", "N", "C", "C", "C", "N", "C", "O", "N", "H", "H", "H", "H", "H", "H", "H", "N", "H", "H", "H", "N", "P", "C", "C", "C", "C", "C", "C", "C", "C", "C", "C", "C", "C", "C", "C", "C", "C", "C", "C", "H", "H", "H", "H", "H", "H", "H", "H", "H", "H", "H", "H", "H", "H", "H", "C", "C", "C", "C", "C", "C", "N", "C", "C", "C", "C", "C", "C", "H", "H", "H", "H", "H", "H", "H", "H", "H", "H"], "xyz": [[-0.3671, -1.6633, 0.4607], [-2.4689, 7.5831, 0.4111], [-2.2361, 6.3435, 1.8356], [-1.0668, 5.6061, 1.9302], [-0.8868, 4.7524, 3.0056], [-1.8509, 4.6624, 4.0173], [-3.0353, 5.3894, 3.8750], [-3.2354, 6.2175, 2.7857], [-1.5535, 4.1025, 5.2674], [-0.8689, 3.0725, 5.4709], [-0.5755, 2.0688, 4.5690], [0.5731, 1.3440, 4.9236], [1.1023, 0.3350, 4.1637], [0.4606, -0.0919, 2.9737], [0.9105, -0.9780, 2.2211], [-0.8442, 0.5176, 2.6792], [-1.5357, -0.0706, 1.6744], [-2.7407, 0.3719, 1.3961], [-3.3480, 1.4017, 2.1260], [-2.6670, 1.9991, 3.1539], [-1.3483, 1.5942, 3.4483], [-0.3009, 5.6987, 1.1718], [0.0272, 4.1784, 3.0966], [-3.7884, 5.3193, 4.6505], [-4.1542, 6.7794, 2.6857], [1.0715, 1.6615, 5.8326], [2.0169, -0.1667, 4.4517], [-3.2528, -0.1147, 0.5773], [-4.3615, 1.6975, 1.8880], [-3.1535, 2.7492, 3.7583], [-5.3267, -4.2018, -0.4949], [-4.4735, -3.1701, -1.0484], [-4.6566, -2.6866, -2.3087], [-3.8708, -1.7202, -2.7952], [-2.7712, -1.2192, -1.9751], [-2.5495, -1.7915, -0.7435], [-3.4335, -2.6629, -0.2334], [-3.4100, -3.0949, 0.9284], [-2.0020, -0.2567, -2.3756], [-6.1291, -4.4088, -1.2017], [-5.7457, -3.8771, 0.4559], [-4.7614, -5.1160, -0.3081], [-5.4744, -3.1203, -2.8710], [-4.0236, -1.3193, -3.7869], [-2.2585, 0.0534, -3.3064], [-0.3939, -0.3297, -1.4817], [-0.8703, -3.1156, 1.7285], [-0.8434, -3.9764, 1.1950], [-1.8394, -2.9338, 1.9819], [-0.2561, -3.1827, 2.5284], [0.4115, -0.3295, -0.8052], [1.3022, 0.9374, -0.9703], [2.4372, 1.1713, 0.4061], [3.1793, 0.0496, 0.7783], [4.1182, 0.1508, 1.7886], [4.3258, 1.3725, 2.4208], [3.5867, 2.4860, 2.0547], [2.6346, 2.3856, 1.0473], [2.4258, 0.8304, -2.3995], [3.6037, 1.5710, -2.4783], [4.4279, 1.4464, -3.5856], [4.0809, 0.5784, -4.6149], [2.9103, -0.1611, -4.5371], [2.0834, -0.0386, -3.4288], [0.3740, 2.4615, -1.3100], [0.6223, 3.2626, -2.4222], [-0.2701, 4.2668, -2.7694], [-1.4216, 4.4650, -2.0230], [-1.6646, 3.6858, -0.9003], [-0.7707, 2.6905, -0.5465], [2.9891, -0.9007, 0.2919], [4.6775, -0.7269, 2.0867], [5.0580, 1.4546, 3.2149], [3.7412, 3.4312, 2.5597], [2.0414, 3.2492, 0.7666], [3.8762, 2.2413, -1.6710], [5.3436, 2.0215, -3.6447], [4.7340, 0.4730, -5.4724], [2.6417, -0.8426, -5.3342], [1.1779, -0.6301, -3.3451], [1.5021, 3.0927, -3.0286], [-0.0737, 4.8853, -3.6365], [-2.1291, 5.2283, -2.3186], [-2.5578, 3.8389, -0.3078], [-0.9618, 2.0660, 0.3122], [3.5509, -5.5249, 1.4413], [3.0201, -5.9320, 0.2207], [2.0945, -5.1570, -0.4520], [1.6394, -3.9204, 0.0695], [2.2003, -3.5214, 1.2988], [3.1278, -4.3101, 1.9632], [0.6463, -3.1909, -0.5529], [0.6483, -3.2206, -1.9466], [-0.5286, -3.4423, -2.6712], [-0.5378, -3.4394, -4.0572], [0.6373, -3.2577, -4.7752], [1.8242, -3.0742, -4.0733], [1.8281, -3.0403, -2.6902], [4.2739, -6.1374, 1.9652], [3.3270, -6.8788, -0.2108], [1.6885, -5.5086, -1.3920], [1.9026, -2.5683, 1.7151], [3.5352, -3.9610, 2.9065], [-1.4372, -3.6355, -2.1194], [-1.4749, -3.5926, -4.5816], [0.6315, -3.2680, -5.8585], [2.7576, -2.9436, -4.6105], [2.7554, -2.8690, -2.1555]], "atomic_forces_ev_per_a": [[1.13, -0.77, -0.17], [0.02, -0.10, -0.04], [-0.01, 0.00, -0.02], [-0.02, 0.00, -0.02], [-0.02, 0.03, 0.07], [0.24, 0.24, -0.50], [0.06, -0.07, 0.11], [-0.04, -0.01, -0.06], [-0.19, 0.07, 0.47], [-0.09, -0.06, 0.08], [0.09, -0.16, -0.20], [-0.07, 0.13, -0.02], [0.06, -0.03, -0.04], [0.05, 0.00, 0.09], [0.12, 0.17, 0.31], [-0.07, 0.12, 0.00], [0.39, 0.01, 0.01], [-0.13, -0.03, -0.12], [0.03, 0.02, 0.08], [-0.05, -0.07, -0.06], [-0.01, -0.14, 0.13], [-0.01, 0.00, -0.02], [0.00, 0.03, -0.03], [0.04, 0.02, 0.03], [0.01, 0.02, 0.01], [-0.02, -0.01, 0.02], [0.01, 0.00, -0.02], [0.06, -0.02, -0.02], [0.00, -0.01, -0.01], [-0.01, -0.05, -0.05], [0.03, 0.03, 0.04], [0.02, -0.03, 0.08], [0.00, 0.04, -0.02], [0.03, -0.04, -0.04], [-0.09, -0.07, -0.01], [-0.54, 0.07, -0.13], [0.05, -0.06, -0.23], [-0.18, -0.02, 0.03], [0.32, 0.08, 0.14], [0.00, -0.01, -0.01], [-0.03, 0.00, -0.01], [-0.01, 0.00, -0.01], [-0.01, 0.00, 0.00], [-0.02, -0.03, -0.01], [-0.05, -0.05, -0.01], [0.27, 0.24, 0.02], [-0.18, 0.65, -0.38], [0.03, -0.01, 0.04], [-0.03, -0.18, 0.00], [0.12, 0.13, -0.04], [-1.16, -0.49, 0.15], [0.39, 0.24, -0.15], [-0.09, -0.15, -0.04], [-0.05, 0.05, 0.01], [0.01, 0.03, -0.01], [0.00, -0.03, 0.02], [-0.03, 0.04, 0.01], [-0.05, 0.05, 0.00], [-0.02, -0.13, 0.03], [0.00, -0.01, -0.03], [0.01, 0.03, 0.02], [-0.03, 0.01, 0.02], [0.06, 0.14, -0.10], [-0.12, 0.18, 0.03], [-0.15, -0.09, 0.03], [0.04, 0.01, 0.06], [0.02, 0.04, -0.02], [0.02, 0.05, 0.02], [-0.02, 0.03, 0.03], [0.11, 0.05, -0.03], [0.04, -0.01, 0.03], [0.00, 0.01, 0.01], [0.00, -0.02, -0.01], [-0.01, 0.00, 0.00], [0.02, 0.00, -0.01], [0.03, -0.01, 0.01], [0.01, -0.01, 0.01], [-0.01, 0.01, -0.02], [0.00, 0.07, 0.03], [0.05, 0.08, -0.04], [-0.04, -0.01, -0.03], [0.00, -0.02, -0.01], [-0.02, 0.04, 0.04], [0.00, 0.02, 0.01], [-0.11, -0.12, 0.09], [0.01, -0.01, -0.01], [0.03, 0.02, 0.01], [-0.06, 0.05, 0.01], [0.05, -0.14, 0.06], [-0.05, 0.07, -0.06], [0.02, -0.05, -0.02], [-0.18, 0.49, 0.31], [0.03, -0.08, -0.10], [-0.01, 0.01, 0.02], [-0.02, 0.05, -0.01], [0.06, 0.00, 0.02], [-0.03, -0.30, -0.01], [-0.04, -0.13, 0.06], [0.00, 0.00, 0.00], [0.00, 0.00, -0.01], [0.00, -0.01, -0.02], [0.07, -0.14, 0.02], [-0.02, 0.03, 0.00], [-0.05, 0.07, 0.03], [0.00, -0.02, 0.02], [0.00, -0.01, 0.00], [-0.04, -0.04, 0.05], [0.01, 0.00, 0.01]]}



No. 2
{"formula": "C50H44Cl2IMnPSb2", "method": "ωB97M-V with the def2-TZVPD basis set", "charge": 2, "total_energy_ev": -139376.7236, "multiplicity": 6, "gap_ev": [6.50, 6.04], "elements": ["Mn", "C", "C", "C", "Sb", "C", "C", "C", "C", "C", "C", "C", "C", "C", "C", "C", "C", "Sb", "C", "C", "C", "C", "C", "C", "C", "C", "C", "C", "C", "C", "H", "H", "H", "H", "H", "H", "H", "H", "H", "H", "H", "H", "H", "H", "H", "H", "H", "H", "H", "H", "H", "H", "H", "H", "H", "H", "I", "C", "C", "C", "C", "C", "C", "C", "C", "C", "P", "C", "C", "C", "C", "C", "C", "C", "C", "C", "C", "C", "C", "C", "H", "H", "H", "H", "H", "H", "H", "H", "H", "H", "H", "H", "H", "H", "H", "H", "Cl", "C", "Cl", "H", "H"], "xyz": [[-2.4392, 21.2995, 11.5480], [-2.9187, 25.0893, 10.5542], [-1.5709, 24.8268, 11.3286], [-1.5473, 23.6152, 12.2405], [0.0327, 23.6155, 13.9025], [1.0715, 25.4105, 13.2094], [1.6623, 25.4378, 11.9410], [2.2446, 26.5615, 11.3700], [2.3939, 27.6884, 12.1740], [1.8242, 27.6926, 13.4572], [1.1884, 26.5831, 13.9947], [-1.3620, 24.3457, 15.3378], [-2.1209, 25.5071, 15.1196], [-3.2943, 25.7160, 15.8116], [-3.6815, 24.8144, 16.8399], [-2.8456, 23.7675, 17.1238], [-1.7069, 23.5168, 16.3773], [-3.6869, 26.9395, 11.4223], [-3.8646, 28.3928, 9.8319], [-2.7610, 29.1437, 9.4149], [-2.9338, 30.0523, 8.3406], [-4.1516, 30.1690, 7.7224], [-5.2577, 29.4440, 8.1594], [-5.1189, 28.5374, 9.2048], [-5.7422, 26.2020, 11.3812], [-6.1530, 24.8821, 11.2195], [-7.5222, 24.5892, 11.3031], [-8.4869, 25.5431, 11.5244], [-8.0803, 26.8736, 11.6177], [-6.7283, 27.1803, 11.5669], [-3.7191, 24.4292, 10.8648], [-2.8932, 25.0128, 9.4921], [-1.3489, 25.7397, 11.9240], [-0.7197, 24.6672, 10.6568], [-1.0902, 22.7438, 11.7293], [-2.5557, 23.3958, 12.7220], [1.5419, 24.5618, 11.3548], [2.6226, 26.5195, 10.3743], [2.8267, 28.6433, 11.8588], [1.7979, 28.6273, 14.0678], [0.7312, 26.6488, 14.9770], [-1.8674, 26.1888, 14.3087], [-3.8390, 26.6170, 15.6270], [-4.5794, 24.9710, 17.4184], [-3.0386, 23.1038, 17.9218], [-1.1362, 22.6465, 16.6261], [-1.8012, 29.0424, 9.9007], [-2.1798, 30.7686, 8.0450], [-4.2250, 30.8366, 6.8464], [-6.1858, 29.5680, 7.6501], [-5.9601, 27.9031, 9.4218], [-5.4672, 24.0733, 11.0068], [-7.8756, 23.5863, 11.1099], [-9.5235, 25.2181, 11.6448], [-8.7950, 27.6592, 11.7356], [-6.4991, 28.2585, 11.6685], [-2.9962, 21.6528, 8.8497], [-3.5379, 19.6136, 8.7919], [-4.8654, 19.4029, 8.5070], [-5.3851, 18.1305, 8.3278], [-4.5096, 17.0879, 8.3880], [-3.1334, 17.2746, 8.6411], [-2.2313, 16.1739, 8.4754], [-0.9250, 16.2688, 8.7540], [-0.4603, 17.4945, 9.3990], [-1.2495, 18.6054, 9.4980], [-0.5311, 19.9439, 10.5096], [0.2455, 21.0777, 9.3735], [0.4339, 20.7102, 8.0249], [1.0325, 21.6265, 7.1691], [1.4284, 22.8969, 7.6310], [1.2873, 23.1954, 8.9765], [0.7270, 22.2789, 9.8706], [0.8406, 19.2310, 11.4781], [2.1300, 19.1847, 10.9376], [3.1287, 18.5004, 11.5823], [2.8240, 17.8414, 12.7825], [1.5406, 17.8272, 13.2736], [0.5412, 18.5819, 12.6611], [-2.6021, 18.5490, 9.0013], [-5.5441, 20.1947, 8.3219], [-6.4374, 17.9202, 8.1540], [-4.8650, 16.0670, 8.2120], [-2.6706, 15.2791, 8.0201], [-0.2180, 15.4799, 8.6262], [0.5478, 17.4554, 9.8352], [0.2329, 19.7217, 7.6966], [1.1768, 21.3161, 6.1217], [1.9459, 23.5663, 6.9848], [1.7081, 24.1068, 9.3697], [0.8371, 22.4866, 10.9321], [2.3882, 19.6361, 9.9631], [4.1220, 18.5248, 11.1571], [3.6140, 17.2845, 13.3694], [1.3359, 17.2346, 14.1742], [-0.4828, 18.5231, 13.0451], [-4.5596, 19.6356, 12.3592], [-3.8846, 19.4133, 14.0023], [-2.3627, 20.2260, 14.2233], [-3.7615, 18.3682, 14.1808], [-4.6082, 19.7793, 14.7295]], "atomic_forces_ev_per_a": [[0.08, -0.19, 0.15], [0.70, 0.16, 1.34], [-0.41, 0.22, -0.60], [-0.36, -0.48, 1.08], [0.04, 0.61, -0.32], [0.19, 0.74, 0.53], [-0.81, -0.03, 0.42], [0.32, 0.15, 1.33], [-0.74, 0.62, 0.53], [0.00, 0.81, 0.46], [-0.39, -0.80, -0.64], [0.29, 0.64, -0.56], [-0.12, -0.42, -0.70], [0.11, -0.58, 1.18], [0.36, 1.05, -0.88], [0.11, -0.03, -0.12], [-0.17, -0.02, -0.09], [-0.70, 0.07, -0.20], [-0.37, -0.68, -0.21], [-0.85, 0.53, -0.64], [0.38, -0.28, 1.13], [-0.58, 0.40, -0.75], [0.83, -0.19, 0.16], [0.77, 0.44, -0.72], [0.33, 0.64, 0.02], [-0.78, 0.45, 0.11], [0.38, -0.66, -0.38], [-0.06, 0.37, 0.17], [0.19, -0.67, 0.10], [-0.32, 0.67, 0.22], [0.14, -0.43, 0.26], [0.37, 0.25, -0.90], [0.18, -0.74, -0.25], [-0.22, 0.44, -0.16], [-0.10, 0.03, -0.34], [0.88, 0.12, -0.16], [0.14, -0.68, -0.61], [0.24, 0.05, -0.54], [0.01, -0.61, -0.28], [0.35, -0.86, -0.66], [0.06, -0.03, -0.05], [0.07, -0.02, 0.20], [-0.48, 0.27, -0.12], [-0.07, 0.09, -0.03], [-0.44, -0.55, 0.83], [0.41, -0.41, 0.01], [0.09, 0.06, 0.07], [0.45, -0.38, 0.00], [-0.15, -0.30, 0.66], [-0.59, -0.05, -0.20], [-0.03, -0.02, 0.31], [-0.03, -0.02, 0.03], [0.19, -0.27, 0.18], [0.29, 0.37, -0.22], [-0.34, 0.35, 0.13], [0.23, -0.79, -0.05], [-0.38, 0.23, 0.09], [0.17, -0.30, 0.51], [0.17, 0.12, -0.29], [0.11, -1.03, 0.34], [0.07, -0.74, -0.27], [0.58, 0.06, 0.09], [-1.18, -0.45, -0.61], [0.73, 1.85, 1.22], [-0.02, -1.56, -0.59], [0.31, -0.25, 0.22], [-0.19, -0.04, 0.57], [0.45, -0.46, -0.51], [0.57, 1.58, 0.85], [-0.08, 0.08, -0.48], [-0.39, -1.32, 0.28], [0.19, -0.22, 0.24], [0.52, 0.43, -0.79], [-0.58, 0.30, -0.66], [0.02, 0.35, -0.92], [0.05, -0.10, 0.85], [1.63, -0.78, 0.30], [-0.45, 0.05, 0.83], [-0.12, -0.90, 0.14], [-0.85, 0.21, -0.31], [-0.28, 0.99, 0.06], [0.18, 0.40, -0.06], [0.20, 0.36, 0.00], [0.31, 0.16, 0.35], [0.17, -0.47, -0.17], [-0.53, 0.21, -0.30], [-0.48, -0.62, -0.30], [0.10, 0.39, 0.59], [0.11, 0.46, -0.44], [0.00, 0.20, -0.08], [-0.41, -0.12, 0.00], [-0.45, -0.06, 0.65], [0.08, -0.22, 0.15], [-0.92, 0.71, -0.97], [-0.04, 0.40, -0.38], [0.40, 0.20, -0.15], [0.47, 0.31, -0.03], [-1.08, -0.01, 0.41], [0.48, 0.59, -0.26], [0.24, -0.67, -0.18], [0.08, 0.27, -0.25]]}